1.
{"formula": "C16H28BNO32S6", "method": "ωB97M-V with the def2-TZVPD basis set", "species": ["N", "H", "H", "H", "H", "O", "C", "O", "B", "O", "C", "O", "O", "C", "O", "C", "O", "O", "C", "C", "O", "S", "O", "O", "O", "H", "H", "H", "H", "C", "C", "O", "S", "O", "O", "O", "H", "H", "H", "H", "C", "C", "O", "S", "O", "O", "O", "H", "H", "H", "H", "C", "C", "O", "S", "O", "O", "O", "H", "H", "H", "H", "C", "C", "O", "S", "O", "O", "O", "H", "H", "H", "H", "C", "C", "O", "S", "O", "O", "O", "H", "H", "H", "H"], "positions_angstrom": [[-12.633491, -20.697093, 22.108795], [-13.106723, -20.706887, 23.017944], [-12.961418, -21.517838, 21.544279], [-11.610026, -20.640564, 22.109221], [-13.087671, -19.880852, 21.679728], [-10.597937, -21.501989, 19.824080], [-9.810408, -22.317727, 20.135716], [-8.885752, -22.852719, 19.418827], [-8.096479, -23.766732, 20.254701], [-8.768401, -23.778504, 21.577324], [-9.784245, -22.964540, 21.526669], [-10.535047, -22.671428, 22.416397], [-8.081338, -25.127070, 19.693631], [-6.820714, -25.588814, 19.619976], [-6.530965, -26.690952, 19.261655], [-5.881595, -24.369020, 19.902971], [-6.684070, -23.396304, 20.345678], [-4.696627, -24.344623, 19.831619], [-5.909042, -21.363418, 17.505202], [-4.778872, -21.082639, 18.489701], [-5.246249, -20.049973, 19.351116], [-6.711598, -19.516566, 19.006314], [-6.621791, -18.120015, 18.880327], [-7.654132, -20.108077, 19.876481], [-6.826506, -20.237571, 17.589212], [-6.522789, -22.245624, 17.680505], [-5.582814, -21.336084, 16.468283], [-3.893732, -20.727964, 17.966238], [-4.555788, -21.981156, 19.063342], [-8.930839, -25.389835, 25.621800], [-9.417422, -26.246397, 24.477379], [-10.833666, -26.424619, 24.711835], [-10.955344, -26.754277, 26.294403], [-10.570770, -28.099974, 26.511475], [-12.199671, -26.299481, 26.780400], [-9.810708, -25.760301, 26.731647], [-9.264508, -24.355788, 25.546847], [-7.864395, -25.487698, 25.789376], [-8.999188, -27.245992, 24.369337], [-9.353243, -25.743943, 23.518442], [-11.604612, -25.308183, 18.529866], [-12.077763, -25.907081, 19.834060], [-13.172160, -25.040620, 20.301580], [-13.347431, -23.788430, 19.365972], [-13.382878, -22.607043, 20.148963], [-14.377913, -24.018056, 18.445029], [-11.948433, -23.913573, 18.604364], [-12.100430, -25.741444, 17.658891], [-10.534740, -25.459345, 18.413216], [-11.361185, -25.793654, 20.632242], [-12.480429, -26.911754, 19.758964], [-2.549402, -25.435812, 21.944787], [-2.219005, -23.951799, 21.655806], [-1.384599, -23.504634, 22.779386], [-1.552656, -24.451961, 24.037422], [-2.725953, -24.014829, 24.720212], [-0.362831, -24.674137, 24.750608], [-1.916324, -25.753528, 23.192065], [-2.059292, -26.053502, 21.195865], [-3.615927, -25.625612, 21.993165], [-3.018537, -23.221335, 21.726701], [-1.611632, -23.869680, 20.761791], [-4.115590, -28.698038, 21.377308], [-4.981829, -29.940079, 21.361455], [-5.801708, -29.747548, 22.506817], [-6.325639, -28.240837, 22.481219], [-6.602210, -27.668941, 23.741389], [-7.345469, -28.201111, 21.484821], [-4.948468, -27.661507, 21.894038], [-3.810779, -28.401786, 20.372663], [-3.210198, -28.708407, 21.980674], [-4.414757, -30.849980, 21.537532], [-5.560432, -30.035639, 20.442704], [-10.647381, -18.718314, 17.882520], [-10.027709, -18.202865, 16.539599], [-11.000345, -17.316880, 15.949425], [-11.921453, -16.773168, 17.137761], [-13.201742, -16.450963, 16.667269], [-11.171492, -15.866643, 17.913917], [-11.986450, -18.194378, 17.830687], [-10.096900, -18.336689, 18.743286], [-10.755636, -19.791606, 18.007959], [-9.699177, -18.983751, 15.867313], [-9.203458, -17.537555, 16.798588]], "atomic_forces_ev_per_a": [[-1.82, 0.36, -0.43], [0.87, -0.49, 0.18], [0.63, 0.11, 0.13], [-0.13, -0.31, 0.14], [0.70, -0.06, -0.38], [-1.58, 1.98, -0.65], [0.08, -0.94, 1.09], [1.12, -0.49, -0.74], [0.43, -1.06, -0.28], [0.12, -0.18, 0.07], [0.41, 0.63, 0.11], [-0.45, -0.01, 0.41], [0.34, -0.03, 0.28], [-0.70, -0.07, -1.15], [0.45, 0.49, 0.22], [-1.67, -0.53, 1.08], [0.70, 0.36, -0.30], [0.74, 0.22, -0.25], [-0.94, 0.45, -0.76], [-0.17, -0.45, -0.13], [-0.18, 0.15, 0.25], [1.13, -1.30, -0.25], [-0.35, 0.86, -0.37], [-0.58, -0.09, 0.57], [0.30, 0.56, 0.20], [0.35, -0.16, 0.27], [0.16, -0.27, 0.06], [0.04, 0.09, 0.13], [0.10, 0.14, 0.13], [-1.33, 0.35, 0.09], [-0.61, -0.23, -1.11], [-0.18, 0.05, 1.03], [0.12, 0.08, -1.09], [0.31, -0.34, 0.10], [-0.32, 0.36, 0.07], [0.69, -0.58, 0.72], [0.72, 0.16, -0.80], [-0.07, -0.18, 0.57], [0.45, 0.19, 0.39], [0.22, 0.15, -0.06], [-0.12, -0.52, -0.60], [-0.71, 0.54, 0.77], [0.04, 0.04, -0.22], [0.86, -0.86, -0.20], [0.17, 0.55, 0.49], [-1.05, -0.09, -0.78], [0.17, 0.29, 0.61], [-0.12, 0.03, 0.11], [0.11, 0.50, 0.04], [0.50, -0.41, 0.05], [0.17, -0.04, -0.03], [0.16, 0.52, -0.02], [0.43, 0.51, 1.29], [1.06, -0.42, -0.23], [-2.00, 0.23, -0.60], [0.11, -0.09, 0.17], [0.78, 0.01, -0.06], [0.23, -0.29, 0.13], [-0.22, -0.16, 0.01], [0.01, -0.04, 0.04], [-0.51, -0.53, -0.71], [-0.10, 0.31, -0.05], [0.63, 0.60, -1.02], [0.73, -0.32, 0.18], [-0.69, -0.04, 1.12], [-0.20, -0.40, -1.88], [0.51, -0.27, 0.61], [0.15, 0.28, 0.25], [-0.77, 0.50, 0.56], [-0.16, -0.03, -0.06], [-0.15, -0.47, 0.32], [0.00, 0.00, -0.03], [-0.20, 0.15, 0.14], [-0.11, -0.11, -0.46], [0.67, 0.80, 1.14], [-0.36, -0.21, -0.27], [0.43, -1.23, -0.73], [-0.74, 0.23, -0.42], [0.48, 0.55, 0.65], [-0.28, 0.12, 1.01], [-0.13, 0.17, -0.06], [0.12, -0.04, -0.31], [-0.37, 0.05, -0.35], [0.37, -0.42, -0.11]], "gap_ev": 9.802, "e_above_lowest_kj_mol": 93.91}

***

2.
{"formula": "C16H28CeN", "method": "ωB97M-V with the def2-TZVPD basis set", "species": ["C", "H", "H", "H", "C", "H", "H", "C", "H", "H", "H", "C", "C", "C", "C", "C", "C", "C", "C", "C", "C", "Ce", "H", "H", "H", "H", "H", "H", "H", "H", "H", "H", "H", "H", "H", "H", "H", "C", "C", "C", "N", "H", "H", "H", "H", "H"], "positions_angstrom": [[0.077346, -0.943699, 2.030723], [-0.574775, -0.417795, 2.744479], [0.071600, -2.027638, 2.251509], [-0.745587, -0.889045, 1.213550], [1.537287, -0.568146, 2.534274], [2.243182, -0.541953, 1.702844], [1.609533, 0.445644, 2.942779], [2.190195, -1.452536, 3.634532], [3.215245, -1.151347, 3.899294], [1.645402, -1.417362, 4.583331], [2.251048, -2.504191, 3.349905], [0.542503, -0.156347, -2.531155], [1.701917, -0.674002, -1.843169], [1.285011, -1.762846, -1.003066], [-0.144530, -1.911074, -1.122517], [-0.620981, -0.914058, -2.064182], [-2.009141, -0.773827, -2.600616], [-0.874048, -3.189275, -0.754359], [2.203309, -2.669161, -0.228510], [3.037797, -0.003781, -1.769338], [0.495179, 1.128133, -3.301549], [0.103203, 0.484102, -0.350975], [-1.950458, -2.982366, -0.706398], [-0.669580, -3.999191, -1.498890], [-0.603266, -3.532358, 0.257233], [-2.766706, -1.259789, -1.969837], [-2.357242, 0.265122, -2.728293], [-1.927892, -1.268834, -3.591582], [1.256362, 1.887792, -3.026776], [0.687416, 0.729508, -4.309668], [-0.474038, 1.666312, -3.273636], [3.657916, -0.353720, -0.922653], [3.539144, -0.234383, -2.724955], [2.940960, 1.092841, -1.661482], [1.701998, -2.951143, 0.703922], [2.470415, -3.589738, -0.786204], [3.133291, -2.146642, 0.038189], [-3.125163, 4.970534, 1.093553], [-3.163611, 3.602881, 1.789718], [-2.132926, 2.735217, 1.262762], [-1.278884, 2.074686, 0.815648], [-2.124339, 5.403819, 1.190125], [-3.872837, 5.654050, 1.514055], [-3.312885, 4.854774, 0.015654], [-2.957867, 3.753519, 2.869069], [-4.149617, 3.160331, 1.545530]], "atomic_forces_ev_per_a": [[-1.51, -1.08, 2.59], [0.10, -0.66, 0.51], [-0.66, 0.45, -0.11], [2.07, -0.21, 0.27], [1.09, 1.31, -1.17], [0.23, -0.18, -0.33], [-0.60, 0.07, -0.23], [-0.67, -0.61, 0.11], [-0.38, 0.31, -0.56], [-0.20, 0.08, -0.26], [-0.08, 0.01, -0.14], [-0.12, -1.79, 0.63], [-1.00, -0.86, 0.16], [-0.33, 0.27, -1.27], [0.90, -0.73, -2.04], [1.63, -1.23, -0.89], [-0.14, -0.13, -0.22], [-0.34, 0.47, 0.53], [-0.11, 0.23, 0.29], [0.16, -0.16, -0.19], [-0.06, 0.10, -0.19], [1.08, 2.80, 3.01], [0.14, -0.34, -0.21], [-0.15, 0.75, 0.61], [0.09, -0.06, -0.46], [0.31, -0.12, -0.34], [0.29, -0.24, -0.19], [-0.74, 0.40, 0.43], [-0.06, -0.62, -0.24], [-0.10, 1.02, -0.14], [0.25, -0.56, -0.21], [-0.31, 0.03, -0.58], [0.24, 0.47, 0.46], [0.14, -0.19, -0.25], [0.25, -0.23, -0.12], [-0.26, 0.55, 0.21], [-0.22, -0.30, -0.10], [0.52, 0.35, -0.73], [-0.47, 0.44, 0.09], [1.42, -1.04, -0.73], [-2.33, 1.92, 1.29], [-0.27, 0.15, 0.10], [0.25, -0.34, -0.03], [-0.09, 0.09, 0.36], [-0.46, -0.46, -0.45], [0.50, -0.14, 0.70]], "s2": 0.751, "total_charge": 2, "gap_ev": [8.356, 8.358], "spin_multiplicity": 2, "e_above_lowest_kj_mol": 88.04}

***

3.
{"formula": "C16H28Cl2INO8", "method": "ωB97M-V with the def2-TZVPD basis set", "species": ["C", "C", "Cl", "C", "Cl", "C", "C", "C", "C", "N", "C", "O", "C", "O", "C", "C", "O", "O", "C", "O", "I", "H", "H", "H", "H", "H", "H", "H", "H", "H", "H", "H", "H", "H", "H", "H", "H", "H", "H", "H", "H", "H", "H", "C", "C", "C", "O", "C", "O", "O", "H", "H", "H", "H", "H", "H"], "positions_angstrom": [[1.412388, 2.085627, 1.382021], [0.534131, 2.210316, 0.119712], [0.811442, 3.822052, -0.610586], [-0.950012, 1.892197, 0.461217], [-2.136117, 3.201996, 0.102387], [-1.412724, 0.578982, -0.215936], [-0.373073, -0.530136, 0.093856], [0.591684, -0.896344, -1.055885], [2.033130, -1.179536, -0.590009], [2.992621, -0.843331, -1.663721], [-2.810015, 0.219598, 0.331765], [-3.126122, -1.151305, 0.205825], [-4.364100, -1.408448, -0.374513], [-5.389079, -0.957137, 0.483684], [-6.583116, -0.614617, -0.195415], [-6.535575, 0.763380, -0.858099], [-7.810480, 1.372515, -0.647170], [-1.459990, 0.940830, -1.629580], [-2.088815, 0.147065, -2.487386], [-2.136133, -1.050797, -2.517127], [-3.026252, 1.316532, -4.013498], [0.844702, 1.716328, 2.238341], [1.817870, 3.059745, 1.659266], [2.263543, 1.422249, 1.230657], [0.867720, 1.530652, -0.658180], [-1.052521, 1.765741, 1.534932], [0.223343, -0.185901, 0.948102], [-0.881944, -1.432494, 0.427230], [0.674742, -0.106927, -1.800350], [0.195854, -1.794235, -1.535523], [2.258645, -0.553882, 0.280762], [2.140754, -2.228507, -0.301750], [3.449903, -1.674396, -2.014263], [3.734880, -0.254974, -1.305864], [-2.810130, 0.470155, 1.398656], [-3.564839, 0.850171, -0.142822], [-4.417634, -2.495100, -0.506341], [-4.455230, -0.922174, -1.357042], [-6.846376, -1.381261, -0.936184], [-7.382065, -0.600477, 0.548227], [-6.336253, 0.679032, -1.935221], [-5.740035, 1.370691, -0.412658], [-7.744931, 2.295085, -0.909242], [6.289231, -2.473989, 1.045459], [6.226213, -0.966287, 1.207460], [5.428004, -0.449499, 2.383452], [5.028776, 0.850839, 1.928753], [4.961075, 0.807271, 0.576644], [4.473811, 1.647422, -0.104992], [5.508138, -0.342767, 0.117905], [7.303782, -2.838069, 1.194709], [5.646228, -2.982682, 1.764406], [5.972354, -2.758300, 0.044003], [7.227082, -0.528766, 1.212175], [5.993223, -0.366691, 3.307650], [4.528291, -1.047443, 2.550101]], "atomic_forces_ev_per_a": [[0.14, 0.11, 0.06], [0.15, 0.26, 0.37], [-0.12, -0.05, -0.06], [-0.41, 0.10, -0.53], [0.21, -0.12, 0.05], [0.21, -0.20, 0.54], [0.31, -0.05, -0.09], [0.07, -0.31, 0.41], [0.13, 0.29, -0.48], [-0.02, -0.23, 0.24], [0.09, 0.09, 0.06], [-0.07, -0.03, -0.13], [0.00, -0.05, -0.01], [0.09, 0.01, -0.04], [-0.20, -0.04, -0.06], [-0.14, 0.08, -0.16], [0.18, -0.03, -0.02], [-0.59, -0.06, -0.03], [0.32, -1.16, -0.41], [-0.06, 1.26, 0.30], [0.09, 0.00, 0.14], [0.00, -0.04, -0.07], [-0.05, -0.09, -0.03], [-0.07, 0.09, -0.10], [-0.02, 0.02, 0.10], [0.10, -0.12, -0.02], [-0.13, -0.05, -0.05], [-0.14, 0.11, -0.04], [-0.13, -0.07, -0.04], [0.04, 0.25, -0.28], [-0.03, -0.13, 0.04], [-0.06, 0.05, 0.22], [-0.08, -0.02, -0.07], [-0.18, 0.04, -0.19], [-0.02, 0.02, -0.08], [0.05, -0.04, -0.04], [0.01, 0.10, 0.03], [0.03, 0.04, 0.05], [0.05, 0.01, 0.09], [0.14, 0.05, 0.01], [0.03, 0.04, 0.11], [-0.02, -0.12, 0.10], [-0.08, -0.01, -0.05], [-0.01, -0.02, 0.07], [0.02, -0.13, -0.02], [-0.01, 0.03, 0.05], [-0.03, -0.04, 0.04], [0.11, -0.10, 0.21], [-0.07, 0.03, -0.11], [0.17, 0.09, 0.06], [0.00, 0.01, -0.02], [-0.07, 0.02, -0.05], [0.01, 0.03, -0.03], [0.00, 0.01, -0.01], [0.01, 0.12, -0.02], [0.03, -0.05, 0.01]], "gap_ev": 9.630, "e_above_lowest_kj_mol": 0.00}

***

4.
{"formula": "C16H28ClEuO2P2", "method": "ωB97M-V with the def2-TZVPD basis set", "species": ["C", "C", "H", "H", "H", "O", "Cl", "Eu", "P", "C", "C", "H", "H", "H", "H", "H", "H", "C", "H", "H", "H", "P", "C", "C", "H", "H", "H", "C", "H", "H", "H", "H", "H", "H", "C", "O", "C", "C", "C", "C", "C", "C", "C", "H", "H", "H", "H", "H", "H", "H"], "positions_angstrom": [[0.292785, 0.222896, -4.655976], [1.108502, 0.641874, -3.596562], [0.864677, 0.014015, -5.568042], [-0.445043, 1.041144, -4.807301], [-0.267669, -0.681566, -4.292340], [1.884991, 0.709785, -2.715137], [-1.856351, 0.354980, -2.601846], [-0.770274, -0.004779, -0.239063], [0.021607, 2.802922, -0.883138], [1.501782, 3.766504, -0.393698], [-0.302209, 3.637113, -2.478194], [-0.480509, 4.702193, -2.270313], [-1.212256, 4.755589, -0.174644], [-1.181735, 3.181401, -2.945986], [-2.229458, 3.274285, -0.058501], [2.354783, 3.472889, -1.022459], [0.557537, 3.526487, -3.149257], [-1.225271, 3.692999, 0.120419], [1.295589, 4.842677, -0.521255], [-0.985860, 3.597784, 1.192310], [1.741844, 3.554768, 0.657873], [0.320334, -2.572012, -1.121881], [1.744229, -3.489647, -0.453074], [-1.034648, -3.337120, -0.143485], [-0.851076, -3.105259, -3.175925], [0.008364, -4.534578, -2.481129], [0.922649, -3.262051, -3.373540], [0.075386, -3.460245, -2.704312], [-2.018652, -2.933499, -0.437422], [-1.015533, -4.416385, -0.355436], [1.577855, -4.565960, -0.618626], [1.844666, -3.280975, 0.622304], [-0.894153, -3.169827, 0.937345], [2.662037, -3.166229, -0.966932], [1.809652, -0.114743, -0.030182], [2.956260, -0.168623, -0.012396], [-1.893431, 0.231975, 2.023389], [-1.068577, -0.209332, 3.126412], [-1.647521, -0.960966, 4.195134], [-0.967044, -1.153752, 5.381973], [0.397874, -0.821128, 5.464532], [1.047941, -0.236323, 4.355056], [0.344575, 0.004258, 3.184122], [-2.760399, -0.399664, 1.748368], [-1.959778, 1.319622, 1.791548], [-2.694692, -1.240490, 4.110786], [-1.462952, -1.597962, 6.241808], [0.937198, -0.923837, 6.378234], [2.112404, -0.012121, 4.402385], [0.839569, 0.470910, 2.314052]], "atomic_forces_ev_per_a": [[-1.19, 0.29, -0.72], [4.89, -1.01, 5.09], [0.24, 0.16, 0.13], [0.17, -0.50, -0.20], [0.43, 0.71, -0.17], [-4.42, 0.32, -5.04], [0.01, -0.12, 0.73], [-0.35, 0.20, 1.02], [-0.01, 1.43, 0.41], [0.28, -0.43, 0.16], [-0.17, -0.62, -0.34], [0.12, -0.36, -0.22], [-0.07, -0.41, 0.23], [0.07, 0.29, 0.00], [0.25, 0.27, 0.10], [-0.13, 0.20, 0.24], [-0.10, 0.17, 0.04], [-0.35, -0.25, 0.28], [0.10, -0.46, 0.06], [-0.15, 0.08, -0.36], [0.05, 0.17, -0.29], [-0.16, -1.19, 0.09], [0.29, 0.30, 0.11], [-0.21, 0.23, 0.16], [0.19, -0.25, 0.03], [0.02, 0.32, -0.21], [-0.19, -0.19, 0.08], [-0.07, 0.56, -0.18], [0.19, -0.24, 0.06], [-0.17, 0.29, 0.22], [0.14, 0.38, 0.13], [0.06, -0.15, -0.30], [-0.04, -0.10, -0.29], [-0.20, -0.23, 0.21], [3.75, 0.04, 0.33], [-3.38, 0.09, -0.06], [0.53, -0.25, -3.42], [0.87, -1.29, 1.11], [0.01, 1.06, -0.47], [0.95, -0.39, -0.18], [-0.34, 0.93, -1.23], [-0.08, -0.86, 0.61], [-1.32, 0.48, -0.24], [-0.18, 0.83, 0.74], [-0.43, -0.51, 0.61], [0.10, 0.13, 0.09], [0.06, 0.03, -0.21], [0.24, -0.21, 0.48], [-0.23, -0.03, 0.08], [-0.10, 0.11, 0.46]], "s2": 12.038, "total_charge": 2, "gap_ev": [3.969, 4.020], "spin_multiplicity": 7, "e_above_lowest_kj_mol": 7.28}